# 1
ORCA calculation (ωB97M-V/def2-TZVPD) on a cluster of 2 separate species, C37H39N4S in total.

Properties
net charge = +1
HOMO = -9.812 eV
lowest unoccupied orbital energy = -0.1511 Eh

Structure (XYZ):
```
81
C37H39N4S ωB97M-V/def2-TZVPD
C 1.691 -5.632 -2.096
C 0.965 -6.374 -1.130
H 2.942 -1.766 -6.371
C -0.083 2.130 -3.127
C -4.656 1.876 4.418
C 0.973 0.029 -4.536
C 0.941 1.261 -5.163
C -3.480 2.083 5.155
C 1.110 -2.186 -4.167
H -0.402 -1.648 -1.062
H 0.358 3.317 -4.890
H 4.069 1.369 4.162
H 4.750 0.117 2.301
C 0.064 -5.686 -0.273
H 1.315 -2.075 -7.009
N 1.148 -7.731 -1.034
H 2.389 -6.134 -2.766
H 1.160 -7.722 1.059
N -1.081 0.570 2.745
H 1.331 1.359 -6.175
H 0.317 -4.077 4.737
H 1.268 -3.227 -4.435
C 1.324 -8.576 -2.201
H 1.565 -0.780 0.509
H -3.521 2.572 6.127
H 3.140 -4.954 1.579
H 1.996 -5.630 3.706
C 3.747 0.006 1.877
H 3.630 0.732 1.059
C 1.771 -4.667 3.239
C 0.539 -2.577 3.217
H 2.423 1.402 4.779
C 1.914 -1.377 -6.406
H 1.334 1.251 1.642
H 0.355 1.585 3.832
H 3.688 -1.005 1.460
H 0.314 -0.156 4.162
H 1.149 -8.006 -3.117
H 2.035 -9.071 0.290
C 1.142 -8.432 0.230
C 0.398 2.330 -4.435
H 0.602 -9.407 -2.156
H -0.495 2.978 -2.581
C 0.834 -3.808 3.816
C 2.426 -4.290 2.064
C 0.474 -0.193 -3.236
C -2.238 1.662 4.655
C -4.610 1.207 3.186
C 0.492 -3.600 -1.463
H 2.851 2.371 3.341
C 1.303 0.366 2.303
C -2.217 1.042 3.408
C 3.018 1.414 3.857
H 2.339 -9.005 -2.228
H -5.506 0.992 2.611
C 0.191 -2.236 -1.766
C -1.305 -0.113 1.583
C 0.948 -0.832 1.415
H -0.989 -3.843 0.103
H 2.632 -0.674 3.588
H -0.418 0.686 -1.509
C -3.380 0.794 2.678
N 1.358 -1.204 -5.074
H 0.256 -9.075 0.311
C -0.047 0.868 -2.515
H -0.231 -1.927 3.641
C 0.247 0.601 3.358
C 2.683 0.225 2.950
H 2.706 -2.724 0.590
N -0.424 -0.766 0.898
C 1.558 -4.259 -2.127
C 2.177 -3.039 1.497
C 1.223 -2.187 2.063
H 1.932 -0.402 -6.906
H -0.430 -6.242 0.527
H -5.612 2.230 4.809
H -1.311 1.803 5.214
C 0.572 -1.624 -2.965
H 2.259 -3.664 -2.706
C -0.226 -4.351 -0.486
S -3.027 -0.075 1.204
```

# 2
ORCA calculation (ωB97M-V/def2-TZVPD) on a structure of composition C37H39N6O2RuTe.

Properties
2S+1 = 6
net charge = +2
HOMO (alpha / beta) = -12.998 / -13.337 eV
lowest unoccupied orbital energy (alpha / beta) = -0.2376 / -0.3062 Eh

Structure (XYZ):
```
86
C37H39N6O2RuTe ωB97M-V/def2-TZVPD
C 4.273 5.137 -2.740
H 6.228 6.907 -1.908
H -2.341 4.678 1.389
H -2.371 2.636 -0.567
C -2.243 -4.880 -0.574
C 1.674 -1.491 -0.580
C 1.398 2.579 0.338
H 4.772 0.454 -1.486
H 5.823 1.311 -0.372
C -1.668 -3.349 -2.091
C -0.418 2.065 -1.215
C -1.894 3.789 1.836
C -2.234 -6.114 3.954
H 1.862 5.414 -3.618
H -2.008 -5.492 -2.669
H -2.706 3.093 2.059
C 2.831 2.533 0.787
C -1.764 -5.084 3.158
C 3.319 4.136 -2.713
Te 2.328 1.296 -2.284
H -0.315 0.730 2.122
C -0.899 3.171 0.900
C -2.624 -4.434 2.276
H -0.177 1.494 -3.300
C -3.575 -6.488 3.876
C 5.519 1.248 -1.419
C 5.959 3.634 -1.948
C -4.378 -0.250 -0.659
H 6.983 3.442 -1.653
C -1.703 -2.159 2.049
C -0.789 -0.213 2.361
C 6.601 6.019 -2.418
H -2.498 -5.777 -0.035
C -2.050 -3.582 0.037
H 3.396 3.385 0.405
H -1.572 -6.630 4.635
H 6.390 0.927 -1.990
N -4.685 -1.405 -1.275
C -1.319 2.620 -0.311
H -1.405 -2.869 -3.023
C -3.959 -4.819 2.195
O 2.780 -0.981 -0.818
C 1.910 4.439 -3.137
N 0.545 -0.887 -0.993
H 0.885 -2.719 0.993
H -2.143 -2.578 4.210
C -1.154 -0.702 3.674
H -1.395 0.523 -2.539
C -1.733 -1.906 3.475
H 1.533 3.707 -3.858
C -1.993 -4.740 -1.897
C -4.439 -5.839 2.998
H 3.334 1.622 0.458
H -1.745 2.190 -2.904
H -6.346 0.332 -0.426
O -3.192 0.077 -0.419
Ru -1.167 -0.568 -0.713
H 1.184 -3.571 -0.523
C 5.598 4.908 -2.358
H 2.880 2.562 1.875
C -0.947 1.549 -2.532
H -5.146 1.399 0.218
C 5.041 2.588 -1.903
H 1.226 4.454 -2.285
H -1.430 4.084 2.775
N -1.714 -2.667 -0.967
H -0.722 -4.795 3.214
H -4.630 -4.311 1.513
H 7.544 5.728 -1.960
H 2.555 -3.104 0.505
N -1.116 -1.061 1.418
C 0.953 2.079 -0.887
C 0.452 3.130 1.205
C 1.571 -2.805 0.152
C -4.066 -7.548 4.708
H 0.795 3.536 2.150
N -5.378 0.563 -0.290
N -4.460 -8.396 5.374
H -5.477 -6.136 2.950
C 3.723 2.860 -2.284
H -5.623 -1.622 -1.563
H 3.985 6.126 -3.076
H -0.987 -0.182 4.603
H 6.798 6.296 -3.455
C -2.119 -3.330 1.412
H -3.928 -1.968 -1.620
```

# 3
ORCA calculation (ωB97M-V/def2-TZVPD) on a structure of composition C37H40AsN4P2SSnTe.

Properties
net charge = +3
HOMO (alpha / beta) = -15.744 / -15.743 eV
lowest unoccupied orbital energy (alpha / beta) = -0.3749 / -0.3749 Eh

Structure (XYZ):
```
87
C37H40AsN4P2SSnTe ωB97M-V/def2-TZVPD
H -3.604 5.971 1.155
H -2.908 -2.293 -0.252
H 0.517 3.612 -4.339
C -4.985 2.004 -1.299
N 0.108 2.866 -3.800
H -5.989 2.172 -1.687
H -5.553 -1.087 -0.486
H 0.617 -1.918 -3.318
H -1.927 1.966 1.663
C -1.581 1.131 4.931
C 0.877 -0.155 0.518
Te 1.497 1.646 1.390
H 1.751 -5.998 -2.797
C -1.208 -0.197 4.778
C -5.504 -1.000 -1.570
N -1.628 2.682 -0.722
H 2.762 -5.436 -0.612
C 5.645 -0.369 -0.254
H -3.248 -4.746 -0.096
H -5.024 1.887 -0.217
H 6.613 1.936 2.553
H 2.692 -3.152 0.242
H 6.371 -0.873 0.370
H -3.859 1.180 -4.480
C 1.701 -4.985 -2.422
C 3.779 0.918 -1.857
H -0.062 2.000 -4.284
P -0.895 -0.542 0.730
H -3.429 5.808 -0.589
C 5.696 1.366 2.634
H -1.690 1.547 5.924
C 3.405 1.011 2.130
H -1.243 5.635 0.689
H -5.587 1.120 -4.083
C -1.696 1.380 2.545
H -4.050 4.454 0.372
H -1.861 4.194 1.504
C -3.339 5.278 0.359
C -1.838 1.915 3.815
H 0.654 -4.232 -4.138
H 0.832 -2.684 1.815
C 1.601 -2.377 -1.456
C 4.313 -0.735 -0.174
H 4.696 -1.276 4.243
H -5.214 -1.957 -2.001
H 0.476 -5.121 1.984
Sn -1.424 -0.064 -1.890
C 5.114 1.283 -1.921
As -4.237 0.388 -2.084
C 2.230 -3.373 -0.710
C -4.635 0.602 -3.979
C -1.904 4.775 0.582
H -4.354 2.855 -1.543
C -1.076 -0.751 3.513
H -2.148 2.944 3.943
C 4.624 -0.421 3.580
H 5.429 2.066 -2.598
C -1.427 3.940 -0.556
C -0.259 -4.504 1.484
C 1.085 -3.996 -3.175
C 2.271 -4.669 -1.196
C -0.495 3.116 -2.634
H 2.523 -0.667 3.186
C 1.042 -2.697 -2.695
C 3.414 -0.089 2.973
N 5.727 0.285 3.397
C -1.009 -2.343 0.757
H 4.563 2.660 1.340
C -1.293 0.051 2.396
C 3.376 -0.093 -0.985
H -1.013 -0.811 5.647
P 1.641 -0.614 -1.004
H -1.559 -6.147 1.032
C -0.057 -3.138 1.394
C -1.404 -5.080 0.948
N -1.109 2.198 -1.901
C 4.545 1.773 1.959
C 6.049 0.631 -1.129
H 3.050 1.403 -2.496
H -6.486 -0.725 -1.952
H -0.817 -1.794 3.406
H -4.712 -0.373 -4.457
C -2.157 -2.925 0.217
H 4.014 -1.516 0.510
S -0.538 4.670 -1.885
C -2.355 -4.293 0.312
H 7.095 0.897 -1.197
```

# 4
ORCA calculation (ωB97M-V/def2-TZVPD) on a structure of composition C37H40Br2F4HgN3O5PSb.

Properties
2S+1 = 2
net charge = -2
HOMO (alpha / beta) = -1.629 / -2.838 eV
lowest unoccupied orbital energy (alpha / beta) = 0.1499 / 0.1499 Eh

Structure (XYZ):
```
94
C37H40Br2F4HgN3O5PSb ωB97M-V/def2-TZVPD
F 3.778 0.793 6.681
C -1.369 3.764 -0.716
H 4.909 -3.480 2.192
O -2.687 -5.195 0.336
C 1.598 2.724 1.904
F 2.454 -1.165 8.012
H 1.926 -4.501 -1.780
H -2.422 -1.484 -4.406
H -4.987 1.543 0.389
H 1.568 4.821 2.337
H 2.665 -2.428 2.305
F 0.753 -2.798 6.697
H -0.454 4.687 3.754
Br -0.013 -2.822 3.738
H -4.223 2.140 -3.074
C 5.624 -0.445 0.882
H -4.177 2.763 -0.592
H 0.507 3.194 -2.631
C 3.504 -1.894 1.876
C 1.083 3.866 2.503
C -0.406 3.641 -3.030
C -2.274 -3.377 -1.113
H -2.108 1.684 0.834
C 1.575 0.592 -0.462
Sb -1.967 1.048 -2.440
C -2.461 -2.030 -3.473
C 2.473 -4.075 -0.936
H -2.694 3.259 -4.697
H 2.176 -4.165 1.108
C 5.824 -1.735 1.329
H -2.672 1.801 -5.678
C -4.541 0.365 -4.210
H -4.186 2.723 -5.479
O 4.136 1.391 0.463
O 1.066 1.641 -0.781
H -5.452 0.766 -4.672
P 1.529 -0.060 1.335
H -0.618 0.460 3.085
C 2.692 0.144 4.643
C -2.986 -3.307 -3.380
C -4.485 1.714 -0.572
Hg 0.170 -2.074 0.297
C 2.249 -0.996 6.687
N 1.636 -4.191 0.253
H -0.518 3.270 -4.052
Br -0.449 0.324 -5.466
H -0.536 3.248 -0.235
C 4.759 -2.469 1.835
H 6.451 0.138 0.491
H -4.834 -0.289 -3.385
F 3.405 1.135 4.028
C -0.051 3.791 3.296
C -0.149 1.422 2.916
H -2.250 3.643 -0.084
H -3.717 -0.241 -0.907
C 1.187 -1.625 4.647
C -3.653 1.521 -3.772
C -3.307 0.756 -0.725
H -3.342 -4.968 -2.025
H -3.433 -3.779 -4.249
C -2.932 -3.979 -2.170
C 2.813 -2.632 -1.336
C 0.986 1.495 2.112
H -0.266 4.729 -3.061
H -2.513 3.704 -2.541
H -1.603 0.055 0.430
C -3.274 2.377 -4.975
C 1.825 -0.640 3.918
H -4.043 -0.245 -4.964
H 3.233 -0.207 -1.535
H -1.125 4.835 -0.734
O 3.911 -2.446 -1.878
C 3.269 -0.602 1.404
C -2.072 -4.142 0.190
C -0.672 2.565 3.499
C -2.477 0.699 0.550
N -1.775 -2.134 -1.204
C -1.913 -1.441 -2.337
H 1.046 -5.010 0.276
H 4.896 1.680 -0.051
C -1.586 3.277 -2.139
H 6.814 -2.171 1.281
H 2.472 2.786 1.272
C 2.149 -0.365 -1.490
N 1.867 -1.724 -1.121
H -5.232 1.575 -1.355
O -1.262 -3.624 1.025
C 2.920 0.000 6.000
H 3.425 -4.604 -0.856
H -1.562 2.496 4.112
H -3.056 0.304 1.394
C 1.378 -1.822 6.004
C 4.350 0.118 0.913
H 1.732 -0.086 -2.464
```

# 5
ORCA calculation (ωB97M-V/def2-TZVPD) on a structure of composition C37H40BrFN6O11STi.

Properties
2S+1 = 3
net charge = -2
HOMO (alpha / beta) = -1.279 / -2.854 eV
lowest unoccupied orbital energy (alpha / beta) = 0.1179 / 0.1179 Eh

Structure (XYZ):
```
98
C37H40BrFN6O11STi ωB97M-V/def2-TZVPD
Ti 0.536 -0.370 0.708
H -4.098 -0.498 2.104
H -3.260 -1.704 3.111
H -1.431 7.410 -3.127
C -0.231 0.794 5.218
C 3.463 -1.088 1.547
C 2.001 -2.940 1.948
O -2.933 -1.031 -0.161
C 4.267 -3.030 2.628
N 3.149 -3.820 2.128
H 2.932 -1.620 -0.977
C 1.685 1.436 -1.365
H -3.780 -3.446 -0.180
H 3.993 -2.604 3.598
C -3.480 3.989 1.002
H -2.065 -3.230 -2.403
C -0.389 5.592 -2.717
H -2.823 1.961 1.215
N 2.308 -1.832 1.016
S -0.413 -6.525 -5.683
O 1.705 0.352 -0.649
C 0.495 2.340 -1.199
H 1.149 -3.501 1.555
N 4.634 -1.940 1.723
H -0.237 5.924 -4.841
C 0.577 0.752 2.858
C 3.519 -4.360 0.819
H -0.351 -0.278 5.170
H 5.835 -3.172 0.535
C -2.884 -1.871 0.979
C -0.155 -2.670 -3.190
C -3.936 -2.952 0.776
F -4.514 3.823 1.873
C -1.489 -2.518 1.161
C 0.812 -4.236 -4.751
C 0.890 -3.058 -4.032
C -0.423 2.896 6.397
H 1.764 -2.422 -4.118
H -3.972 6.048 0.687
H -3.868 -3.693 1.568
C -3.306 5.235 0.437
H 0.563 -0.797 -2.825
H -0.684 3.430 7.301
O -0.873 0.846 0.120
O -1.534 -7.289 -5.140
H 0.501 6.196 -2.482
C -1.624 6.478 -2.591
H -2.871 7.371 -1.068
H -2.244 -0.351 -0.065
C -0.296 -5.059 -4.651
H -0.948 -1.111 -2.137
H 5.203 -1.715 -0.275
C 0.248 1.492 4.101
C -1.442 4.341 -0.811
H 0.726 3.396 3.240
H -2.179 -5.346 -3.716
C -3.168 -1.051 2.245
H 1.425 3.778 -2.436
H -1.169 7.256 -0.638
C 0.558 3.538 -1.842
O -1.329 -3.475 1.899
H -2.464 5.983 -3.085
H 3.695 -0.278 0.847
C -0.662 2.034 -0.417
C 4.960 -2.524 0.420
C 2.704 -2.432 -0.281
O 1.188 1.313 1.907
H 0.115 4.659 5.296
O 0.203 -0.463 2.717
O 0.883 -7.188 -5.544
H 1.621 -4.532 -5.403
N -0.433 4.480 -1.769
H 0.622 4.482 -4.305
H 1.850 -3.001 -0.664
H 3.181 -0.657 2.515
C -2.662 2.915 0.737
C -2.251 5.411 -0.474
C -1.259 -3.512 -3.069
N 3.859 -3.305 -0.129
H 1.709 -2.509 2.911
H -4.928 -2.501 0.776
C -0.270 5.081 -4.151
H 5.136 -3.685 2.761
H 4.381 -5.023 0.939
C 0.377 2.887 4.126
O 2.576 1.733 -2.149
C -1.323 -4.690 -3.800
H -1.135 4.466 -4.396
O -0.653 -6.007 -7.029
C -1.593 3.076 -0.174
C -1.990 6.730 -1.139
C -0.547 1.511 6.350
Br -1.181 0.589 7.887
C 0.036 3.580 5.272
N -0.065 -1.492 -2.446
H 2.680 -4.936 0.422
O -0.544 -1.928 0.504
H -2.360 -0.340 2.438
```